The following is a DFT calculation (ωB97M-V with the def2-TZVPD basis set) of an isolated ion of composition C9H12N3O and charge +1 in a non-equilibrium geometry.

Last column: natural (NBO) charge in e.
CARTESIAN COORDINATES (ANGSTROEM)
N -2.0699 -0.6568 -2.2836  -0.641
N -1.1196 0.2927 -1.8799  -0.439
C -0.5359 0.1291 -0.6642  0.239
C 0.3977 0.8912 0.0609  -0.170
C 0.8062 2.2312 -0.0730  -0.214
C 1.6019 2.8325 0.9495  -0.192
C 2.0746 2.0361 2.0296  -0.179
C 1.8008 0.6974 2.0586  -0.212
C 0.8567 0.0507 1.1756  0.034
C 0.3906 -1.2270 1.2618  -0.375
C -0.5805 -1.3720 0.0540  0.391
N -0.2550 -2.3406 -1.0823  -0.738
O -1.8581 -1.7532 0.3981  -0.719
H -2.0970 -0.6282 -3.2374  0.387
H -2.9182 -0.3594 -1.7700  0.395
H -1.2269 1.1961 -2.2883  0.403
H 0.7572 2.9258 -0.8588  0.234
H 1.7694 3.9898 0.9103  0.242
H 2.6327 2.4736 2.9416  0.246
H 2.0691 0.0351 2.9562  0.224
H 0.4815 -1.8889 2.1213  0.245
H -0.4287 -3.2887 -0.7819  0.434
H 0.5177 -2.2996 -1.6198  0.424
H -1.1009 -1.9764 -1.7338  0.460
H -1.9654 -1.9907 1.3554  0.522

Properties
Relative energy (zero: lowest compared OMol25 entry of this formula, charge and spin)   99.6 kcal/mol
HOMO (spin up / spin down)   -10.30 / -10.44 eV
Net charge   +1
Orbital gap (spin up / spin down)   6.254 / 6.611 eV
Structure (SMILES)   NNC1=c2ccccc2=C[C@@]1([NH3+])O



The following is a DFT calculation (ωB97M-V with the def2-TZVPD basis set) of one molecule with the formula C9H12N4 in a non-equilibrium geometry.

Last column: natural (NBO) charge in e.
CARTESIAN COORDINATES (ANGSTROEM)
C -0.4598 2.7216 -0.1575  -0.527
C -0.1438 1.4988 0.1368  0.202
C 1.0829 0.8622 -0.4606  -0.018
N 2.1364 1.4332 -1.1472  -0.529
C 2.9295 0.3755 -1.5059  0.192
N 2.5096 -0.7337 -0.9840  -0.489
C 1.3430 -0.4592 -0.3059  0.310
N 0.5141 -1.3658 0.2215  -0.412
C 0.9282 -2.6876 0.5836  -0.396
C -0.8368 -0.8492 0.4136  0.395
C -1.8593 -1.7330 0.3468  -0.598
N -1.1226 0.5025 0.5026  -0.417
C -2.4431 0.9571 0.8679  -0.406
H -1.4875 2.9500 -0.0645  0.196
H 0.2198 3.5355 -0.2507  0.213
H 2.2483 2.2314 -1.8042  0.425
H 3.8772 0.5568 -1.9728  0.194
H 0.4825 -3.0165 1.4563  0.210
H 0.7775 -3.3542 -0.2417  0.198
H 1.9271 -2.6233 0.9279  0.221
H -2.8642 -1.4438 0.2049  0.206
H -1.6199 -2.7838 0.2051  0.205
H -3.2249 0.9669 0.1152  0.197
H -2.7633 0.4791 1.7282  0.212
H -2.1507 1.9793 1.1846  0.216

Properties
Relative energy (zero: lowest compared OMol25 entry of this formula, charge and spin)   55.5 kcal/mol
HOMO   -7.15 eV
Orbital gap   8.007 eV
Structure (SMILES)   C=C1c2[nH]cnc2N(C)C(=C)N1C